Record 1
This record from the Open Molecules 2025 dataset describes a molecular structure, C22H26CeClO2P2 at a distorted geometry. The level of theory is wB97M-V/def2-TZVPD.

The calculation puts the HOMO energy (alpha / beta) at -13.91 / -13.91 eV. As for the spin multiplicity: 2. As for the charge: +2. The expectation value of S² is 0.751. The value obtained for the total energy is -2621.9415 hartree. The value obtained for the LUMO energy (alpha / beta) is -8.48 / -8.44 eV. For the gap between HOMO and LUMO (alpha / beta), the calculation gives 5.4 / 5.5 eV.

```
54
C22H26CeClO2P2 (wB97M-V/def2-TZVPD)
Ce 0.65 -1.23 0.57
Cl -1.30 -2.84 -0.03
C 2.75 -1.21 -0.48
O 3.86 -1.41 -0.81
P -0.01 0.06 -2.46
C 0.57 1.63 -3.25
C 0.96 -1.19 -3.43
C -1.65 -0.18 -3.28
C 0.45 -2.50 -3.57
C 1.25 -3.51 -4.09
C 2.61 -3.27 -4.33
C 3.16 -2.01 -4.06
C 2.33 -0.98 -3.61
H -0.58 -2.72 -3.30
H 0.82 -4.49 -4.33
H 3.25 -4.04 -4.78
H 4.22 -1.81 -4.22
H 2.73 0.02 -3.36
C 1.44 2.45 -2.50
C 1.89 3.67 -3.00
C 1.50 4.11 -4.28
C 0.63 3.30 -5.02
C 0.15 2.09 -4.50
H 1.76 2.13 -1.51
H 2.57 4.29 -2.41
H 1.88 5.05 -4.68
H 0.31 3.59 -6.03
H -0.54 1.51 -5.10
C -1.82 -0.56 -4.62
C -3.10 -0.77 -5.17
C -4.24 -0.64 -4.36
C -4.07 -0.32 -3.01
C -2.81 -0.09 -2.47
H -0.95 -0.72 -5.27
H -3.20 -1.03 -6.22
H -5.24 -0.79 -4.77
H -4.95 -0.24 -2.36
H -2.70 0.15 -1.41
H -0.67 2.96 0.23
H -1.42 2.77 0.15
C 0.03 0.34 5.25
P -0.55 -0.18 3.65
C -2.13 0.64 3.38
C -0.89 -1.93 3.75
O 0.41 0.08 2.45
H -0.51 1.27 5.52
H 1.11 0.53 5.13
H -0.17 -0.47 5.98
H -1.92 1.71 3.41
H -2.49 0.38 2.38
H -2.93 0.43 4.12
H -1.26 -2.31 2.78
H 0.04 -2.45 4.01
H -1.63 -2.11 4.54
```

---

Record 2
This record from the Open Molecules 2025 dataset describes C2H4N4 in the gas phase. The level of theory is wB97M-V/def2-TZVPD.

The calculation puts the HOMO energy at -8.73 eV. As for the charge: 0. As for the structure (SMILES): Nc1nc[nH]n1. The value obtained for the total energy is -297.6344 hartree. The value obtained for the LUMO energy is 1.10 eV. Its energy relative to the best compared isomer or geometry (same formula, charge and spin) is 0.2685 eV. For the gap between HOMO and LUMO, the calculation gives 9.8 eV.

```
10
C2H4N4 (wB97M-V/def2-TZVPD)
N -1.90 0.25 0.29
C -0.55 0.11 0.17
N 0.20 1.07 -0.31
N 1.42 0.46 -0.44
C 1.31 -0.83 -0.03
N 0.11 -1.08 0.41
H -2.36 -0.39 0.91
H -2.22 1.21 0.33
H 1.86 0.72 -1.31
H 2.14 -1.53 -0.03
```

---

Record 3
This record from the Open Molecules 2025 dataset describes 12 unconnected molecules or ions with the total composition C27H57N3O39S9 at a distorted geometry. The level of theory is wB97M-V/def2-TZVPD.

The calculation puts the HOMO energy at -8.78 eV. As for the charge: 0. As for the structure (SMILES): O=S1(=O)OCCO1.O=S1(=O)OCCO1.O=S1(=O)OCCO1.O=S1(=O)OCCO1.O=S1(=O)OCCO1.O=S1(=O)OCCO1.O=S1(=O)OCCO1.O=S1(=O)OCCO1.O=S1(=O)OCCO1.CNC(C)=O.CNC(C)=O.CNC(C)=O. The value obtained for the total energy is -7744.9617 hartree. The value obtained for the LUMO energy is -0.11 eV. Its energy relative to the best compared isomer or geometry (same formula, charge and spin) is 5.7787 eV. For the gap between HOMO and LUMO, the calculation gives 8.7 eV.

```
135
C27H57N3O39S9 (wB97M-V/def2-TZVPD)
C -9.09 22.06 -20.72
C -8.13 20.89 -20.93
O -8.28 20.11 -21.85
N -7.06 20.79 -20.14
C -5.97 19.89 -20.28
H -8.67 22.92 -21.23
H -9.17 22.23 -19.64
H -10.03 21.80 -21.20
H -6.96 21.67 -19.66
H -5.09 20.32 -19.82
H -5.70 19.50 -21.26
H -6.24 19.01 -19.69
C -6.18 25.27 -18.69
C -7.39 24.45 -18.19
O -7.30 23.23 -18.38
N -8.39 25.09 -17.56
C -9.58 24.47 -17.01
H -5.35 24.61 -18.95
H -5.82 25.86 -17.85
H -6.50 25.99 -19.46
H -8.34 26.10 -17.45
H -10.45 25.06 -17.30
H -9.50 24.41 -15.93
H -9.69 23.48 -17.46
C -9.53 28.66 -17.82
C -8.05 28.36 -17.99
O -7.45 27.70 -17.09
N -7.45 28.82 -19.10
C -6.05 28.98 -19.22
H -10.02 28.48 -16.87
H -10.03 28.05 -18.56
H -9.65 29.73 -18.03
H -7.96 29.11 -19.92
H -5.53 28.33 -19.93
H -5.62 28.92 -18.22
H -5.70 29.92 -19.63
C -8.74 19.95 -16.65
C -8.75 21.09 -15.64
O -7.81 20.78 -14.63
S -7.18 19.19 -14.72
O -8.04 18.25 -14.08
O -5.71 19.23 -14.50
O -7.55 19.22 -16.33
H -8.63 20.44 -17.62
H -9.70 19.43 -16.61
H -9.70 21.34 -15.18
H -8.36 22.07 -15.92
C -6.93 23.47 -12.08
C -5.65 22.95 -12.82
O -5.71 23.59 -14.05
S -6.13 25.20 -13.77
O -7.04 25.68 -14.81
O -4.94 25.90 -13.37
O -6.92 24.80 -12.37
H -6.86 23.50 -11.00
H -7.74 22.93 -12.57
H -5.55 21.89 -13.05
H -4.70 23.24 -12.37
C -14.79 22.93 -20.84
C -14.28 21.57 -20.54
O -12.90 21.71 -20.54
S -12.48 23.26 -20.12
O -11.81 23.89 -21.22
O -11.86 23.35 -18.78
O -14.02 23.73 -20.07
H -15.81 23.04 -20.45
H -14.65 23.21 -21.88
H -14.52 20.89 -21.36
H -14.74 21.14 -19.65
C -4.88 28.60 -15.39
C -4.63 30.05 -15.74
O -4.15 30.74 -14.55
S -3.36 29.67 -13.54
O -3.99 29.61 -12.22
O -1.87 29.79 -13.55
O -3.85 28.36 -14.48
H -4.89 27.83 -16.16
H -5.73 28.50 -14.72
H -5.57 30.51 -16.06
H -4.03 30.12 -16.65
C -16.04 27.87 -18.43
C -15.26 29.15 -18.93
O -13.91 28.74 -18.93
S -13.59 27.94 -17.59
O -13.41 28.96 -16.53
O -12.55 26.95 -17.79
O -15.15 27.26 -17.51
H -16.21 27.27 -19.33
H -16.94 28.02 -17.84
H -15.42 30.07 -18.37
H -15.58 29.42 -19.94
C -0.16 26.83 -18.25
C -0.60 25.40 -18.61
O -1.88 25.35 -18.35
S -2.59 26.55 -17.45
O -3.09 26.01 -16.17
O -3.52 27.29 -18.29
O -1.11 27.25 -17.28
H -0.33 27.37 -19.18
H 0.91 26.79 -18.01
H 0.05 24.71 -18.07
H -0.57 25.16 -19.67
C -5.29 21.40 -16.68
C -4.35 22.53 -17.05
O -3.06 21.98 -16.84
S -2.93 20.38 -17.27
O -2.01 19.63 -16.37
O -2.70 20.23 -18.71
O -4.57 20.21 -17.06
H -6.25 21.37 -17.21
H -5.50 21.44 -15.61
H -4.41 23.46 -16.48
H -4.55 22.77 -18.10
C -7.10 25.43 -22.41
C -7.33 26.30 -23.66
O -8.45 27.13 -23.46
S -9.32 26.72 -22.15
O -10.42 25.87 -22.61
O -9.52 27.82 -21.26
O -8.17 25.76 -21.56
H -6.13 25.67 -21.98
H -7.13 24.36 -22.65
H -7.63 25.77 -24.56
H -6.44 26.90 -23.85
C -10.17 25.75 -12.99
C -10.72 26.40 -14.28
O -11.78 25.58 -14.63
S -11.84 24.08 -13.88
O -11.52 23.02 -14.86
O -13.04 23.94 -13.10
O -10.52 24.39 -12.95
H -10.56 26.28 -12.12
H -9.09 25.83 -12.90
H -9.99 26.42 -15.09
H -11.14 27.39 -14.15
```